Entry 1:
Below is 4 unconnected molecules or ions with the total composition C55H48Br2ClO8P2 at a distorted geometry, with properties calculated with ωB97M-V/def2-TZVPD.

HOMO-LUMO gap = 7.475 eV
highest occupied orbital energy = -11.1 eV
total energy = -9017.03444 Eh
LUMO level = -3.656 eV
charge = +1

Positions of all 116 atoms, in Å:
Br -3.029 -1.042 1.457
Br 0.530 -2.884 -1.457
Cl -0.623 1.527 0.695
P 2.766 -1.299 1.027
P 0.619 -1.281 1.501
O 1.170 -2.006 4.156
O 1.518 -4.338 4.967
O -4.761 6.013 -3.585
O 6.545 4.295 -7.399
O -4.511 -7.694 5.381
O 5.843 1.475 -2.920
O -3.737 6.865 1.586
O -4.463 -7.201 0.065
C -2.834 -2.467 -1.309
C 9.601 4.351 -4.535
C -2.311 -6.402 4.242
C -3.364 -6.926 3.481
C 3.072 1.979 -7.052
C -5.570 -8.190 3.344
C 8.621 4.337 -5.529
C -0.455 -1.967 0.075
C -1.937 -1.892 -0.035
C -4.388 10.195 -0.873
C 3.871 1.250 -4.890
C -3.944 6.671 0.394
C -0.622 0.588 3.492
C -4.496 6.210 -2.404
C 3.469 -2.779 5.477
C -4.441 7.585 -1.870
C 2.013 0.463 -1.282
C 1.962 -3.060 4.809
C 0.193 0.501 2.046
C 3.787 -0.261 2.263
C 7.436 3.617 -5.335
C -4.201 7.807 -0.515
C 5.009 2.053 -5.038
C -3.633 2.919 0.177
C -4.604 9.974 -2.233
C -4.637 8.671 -2.732
C 0.317 1.074 4.750
C 2.907 1.211 -5.900
C -4.186 9.115 -0.013
C -3.933 5.301 -0.154
C -6.604 -8.895 3.971
C 9.395 3.656 -3.343
C -3.633 4.220 0.685
C -7.643 -9.435 3.211
C 7.241 2.903 -4.154
C 0.417 -2.520 2.991
C -3.342 -6.816 2.091
C -1.230 -5.786 3.608
C -1.198 -5.692 2.217
C 6.017 2.100 -3.959
C -6.625 -8.564 1.199
C -2.254 -6.202 1.458
C -5.572 -8.038 1.958
C 5.397 -0.557 1.943
C 8.218 2.932 -3.150
C -4.460 -7.338 1.282
C 4.207 2.776 -7.204
C -3.940 2.693 -1.164
C -4.233 3.769 -2.004
C -4.220 5.076 -1.500
C 3.132 -0.588 -0.707
C -4.484 -7.608 4.159
C 5.183 2.805 -6.199
C 6.397 3.624 -6.385
C -7.658 -9.261 1.827
H 1.437 0.715 4.683
H -0.730 -2.687 3.243
H -4.811 8.506 -3.794
H 0.904 0.085 -1.237
H -1.246 -0.403 3.721
H 4.331 3.369 -8.109
H -3.396 4.387 1.734
H 3.734 0.650 -3.992
H -2.222 -6.122 0.372
H 3.379 -2.589 6.642
H 0.853 -3.549 2.570
H -3.732 -1.695 -1.458
H -3.947 1.679 -1.558
H -4.749 10.817 -2.905
H 4.003 -1.842 5.025
H 3.495 -0.502 3.378
H -0.352 -5.221 1.722
H 0.211 2.249 4.885
H 2.194 1.503 -0.775
H -4.371 11.210 -0.482
H 4.182 -0.025 -0.762
H 3.539 0.893 2.109
H 4.166 -3.714 5.265
H -4.013 9.295 1.047
H -2.326 -6.476 5.328
H -4.467 3.585 -3.051
H -0.412 -5.383 4.200
H -0.139 0.610 5.749
H 3.167 -1.509 -1.453
H -8.442 -9.988 3.699
H -3.395 2.081 0.830
H -6.640 -8.438 0.118
H -3.334 -3.516 -1.037
H 10.524 4.905 -4.691
H 2.317 1.954 -7.836
H -2.252 -2.484 -2.326
H 1.233 1.050 2.250
H 5.639 -0.544 0.785
H 2.027 0.582 -5.786
H 8.067 2.388 -2.220
H -1.454 1.432 3.347
H 10.155 3.674 -2.565
H -8.472 -9.673 1.235
H 8.786 4.886 -6.455
H 5.749 -1.602 2.357
H 6.086 0.261 2.437
H -6.602 -9.030 5.051
H 2.254 0.613 -2.441

***

Entry 2:
Below is 2 unconnected molecules or ions with the total composition C3H6O2 at a distorted geometry, with properties calculated with ωB97M-V/def2-TZVPD.

HOMO-LUMO gap = 10.856 eV
ΔE to the lowest compared entry with this formula, charge and spin = 1.943 eV
highest occupied orbital energy = -10.0 eV
total energy = -268.33384 Eh
LUMO level = 0.812 eV

Positions of all 11 atoms, in Å:
O 0.268 -1.208 0.987
O 1.270 1.953 -2.634
C -0.490 -0.607 1.697
C 1.128 0.959 -1.977
C -1.948 -0.995 1.806
H 0.335 0.242 -2.252
H -0.276 0.295 2.304
H -2.414 -0.554 0.928
H 1.745 0.727 -1.113
H -2.031 -2.070 1.652
H -2.427 -0.709 2.732

***

Entry 3:
Below is a molecular structure, C28H21N3ORuS4, with properties calculated with ωB97M-V/def2-TZVPD.

spin multiplicity = 2
HOMO-LUMO gap (alpha / beta) = 7.656 / 7.188 eV
ΔE to the lowest compared entry with this formula, charge and spin = 0.178 eV
highest occupied orbital energy (alpha / beta) = -10.5 / -10.5 eV
total energy = -3006.53863 Eh
LUMO level (alpha / beta) = -2.839 / -3.308 eV
charge = +1

Positions of all 58 atoms, in Å:
Ru -0.044 -0.041 -0.421
S 1.490 -3.281 -3.557
S -1.456 -3.372 -0.459
S -1.766 -1.331 4.309
S -0.235 0.056 -4.710
O 0.551 -1.019 -2.087
N 2.058 -2.924 1.996
N 1.305 -1.465 0.516
N -0.923 -0.780 1.976
C 4.466 -2.323 -1.249
C -0.947 -4.034 -3.623
C -0.200 -5.058 -4.262
C -0.218 1.928 0.701
C -0.353 -2.113 3.768
C -0.577 -1.679 -2.574
C -2.791 -2.900 0.496
C -0.051 -1.691 2.508
C 4.196 -3.583 0.809
C -1.253 -0.848 -3.653
C -1.503 -1.896 -1.365
C 1.091 -2.038 1.678
C 2.989 -2.911 0.968
C 3.265 -1.669 -1.089
C -3.271 -1.677 0.154
C 0.993 1.649 -1.227
C 2.510 -1.984 0.041
C -0.390 1.729 -1.587
C -1.869 -0.503 2.820
C -1.577 0.601 -5.625
C 4.923 -3.273 -0.320
C -0.165 -3.005 -3.190
C -2.557 -0.762 -4.037
C -1.125 1.861 -0.385
C 1.089 1.776 0.186
C 1.130 -4.771 -4.312
C -2.745 0.073 -5.176
C -2.526 -1.090 -0.905
H 5.073 -2.108 -2.118
H 5.869 -3.767 -0.493
H -3.362 -1.289 -3.544
H -2.023 -4.055 -3.511
H 1.812 1.484 -1.908
H 0.178 -2.807 4.400
H -0.790 1.679 -2.585
H -0.634 -5.960 -4.668
H -2.200 1.919 -0.313
H -2.815 -0.182 -1.413
H 2.000 1.732 0.762
H -0.476 2.006 1.745
H 4.550 -4.301 1.536
H 1.921 -5.370 -4.732
H -3.706 0.279 -5.624
H -1.429 1.276 -6.453
H -3.165 -3.562 1.263
H 2.900 -0.962 -1.818
H -4.133 -1.216 0.614
H -2.683 0.176 2.608
H 2.096 -3.493 2.823

***

Entry 4:
Below is a single C6H12 molecule at a distorted geometry, with properties calculated with ωB97M-V/def2-TZVPD.

HOMO-LUMO gap = 9.852 eV
ΔE to the lowest compared entry with this formula, charge and spin = 2.056 eV
highest occupied orbital energy = -8.9 eV
total energy = -235.74266 Eh
LUMO level = 0.993 eV

Positions of all 18 atoms, in Å:
C -0.112 0.127 -0.171
C 1.429 -1.109 -2.032
C -0.319 0.124 1.337
C 0.593 -1.058 -0.716
C -0.877 1.336 2.213
C -0.778 1.040 -0.917
H 2.047 -1.998 -2.137
H -1.063 -0.678 1.418
H 0.638 -0.297 1.723
H 2.030 -0.200 -2.050
H -0.706 0.941 -2.000
H -0.686 2.298 1.776
H 0.711 -0.976 -2.853
H 1.137 -1.693 0.130
H -1.927 1.240 2.603
H -0.230 -1.802 -0.924
H -1.663 1.476 -0.473
H -0.223 1.230 3.073

***

Entry 5:
Below is 2 unconnected molecules or ions with the total composition C3H12N2O2 at a distorted geometry, with properties calculated with ωB97M-V/def2-TZVPD.

HOMO-LUMO gap = 10.327 eV
ΔE to the lowest compared entry with this formula, charge and spin = 1.454 eV
highest occupied orbital energy = -9.6 eV
total energy = -381.46150 Eh
LUMO level = 0.712 eV

Positions of all 19 atoms, in Å:
O 1.527 1.586 1.056
O 2.152 -2.847 -1.643
N -2.051 0.372 -1.632
N -0.990 0.876 0.520
C -0.052 -0.231 0.709
C 1.199 0.274 1.420
C -2.208 0.495 -0.188
H 1.075 0.152 2.494
H -2.972 1.239 0.057
H -1.067 0.234 -1.858
H 0.797 1.909 0.507
H -0.545 -1.074 1.198
H 1.559 -2.806 -0.883
H 0.252 -0.529 -0.302
H 2.027 -0.400 1.189
H -2.584 -0.461 0.200
H 2.978 -3.167 -1.263
H -1.228 1.318 1.404
H -2.242 1.267 -2.067